{
  "formula": "C34H40F5FeO2SSe",
  "method": "the ωB97M-V functional and the def2-TZVPD basis",
  "charge": 0,
  "s2": 0.779,
  "energy_ev": -164157.4680,
  "homo_lumo_gap_ev": [6.85, 7.38],
  "spin_multiplicity": 2,
  "homo_ev": [-8.23, -8.16],
  "elements": ["Fe", "C", "C", "C", "C", "C", "C", "C", "Se", "C", "C", "C", "C", "C", "C", "O", "C", "C", "C", "C", "C", "C", "C", "C", "C", "O", "C", "C", "C", "C", "C", "C", "H", "H", "H", "H", "H", "H", "H", "H", "H", "H", "H", "H", "H", "H", "H", "H", "H", "H", "H", "H", "H", "H", "H", "H", "H", "H", "H", "H", "H", "H", "H", "H", "H", "H", "H", "H", "H", "H", "H", "H", "F", "C", "C", "F", "C", "F", "C", "S", "C", "F", "C", "F"],
  "positions_angstrom": [[-0.04, 0.34, 2.49], [3.13, -4.59, -2.38], [1.92, -3.68, -2.63], [2.13, -2.90, -3.94], [0.68, -4.56, -2.80], [1.77, -2.69, -1.48], [0.63, -2.62, -0.69], [0.57, -1.68, 0.33], [-1.04, -1.43, 1.35], [-1.88, -0.18, 0.15], [-2.56, -0.61, -0.97], [-3.04, 0.32, -1.88], [-2.82, 1.67, -1.60], [-2.15, 2.13, -0.47], [-1.67, 1.16, 0.43], [-0.99, 1.51, 1.54], [-1.90, 3.62, -0.22], [-2.56, 4.04, 1.10], [-0.39, 3.89, -0.17], [-2.49, 4.49, -1.33], [-3.77, -0.16, -3.14], [-4.22, 1.00, -4.02], [-2.82, -1.04, -3.96], [-5.00, -0.97, -2.74], [1.61, -0.80, 0.60], [1.48, 0.10, 1.60], [2.78, -0.85, -0.18], [2.81, -1.80, -1.19], [3.93, 0.12, 0.07], [3.44, 1.56, -0.10], [5.08, -0.10, -0.92], [4.49, -0.09, 1.48], [3.25, -5.30, -3.20], [3.00, -5.15, -1.45], [4.05, -4.02, -2.29], [2.24, -3.60, -4.78], [3.03, -2.29, -3.90], [1.28, -2.25, -4.14], [0.83, -5.25, -3.63], [-0.21, -3.96, -3.01], [0.49, -5.16, -1.90], [-0.21, -3.28, -0.86], [-2.69, -1.68, -1.14], [-3.19, 2.40, -2.29], [-2.15, 3.50, 1.95], [-3.64, 3.87, 1.06], [-2.40, 5.11, 1.27], [0.09, 3.33, 0.64], [-0.21, 4.95, 0.00], [0.08, 3.61, -1.11], [-3.57, 4.38, -1.42], [-2.04, 4.28, -2.30], [-2.29, 5.54, -1.10], [-3.38, 1.61, -4.37], [-4.92, 1.66, -3.50], [-4.73, 0.61, -4.90], [-1.93, -0.49, -4.25], [-3.32, -1.40, -4.86], [-2.50, -1.92, -3.39], [-5.69, -0.36, -2.15], [-4.73, -1.84, -2.14], [-5.53, -1.32, -3.63], [3.70, -1.85, -1.81], [3.06, 1.72, -1.12], [4.26, 2.26, 0.06], [2.64, 1.80, 0.60], [4.77, 0.07, -1.95], [5.51, -1.10, -0.84], [5.88, 0.62, -0.70], [3.74, 0.11, 2.24], [5.33, 0.59, 1.65], [4.85, -1.11, 1.60], [0.06, 0.59, 10.48], [0.03, 0.55, 9.15], [-0.24, -0.64, 8.50], [-0.49, -1.74, 9.20], [-0.27, -0.67, 7.11], [-0.54, -1.83, 6.52], [-0.01, 0.46, 6.35], [-0.02, 0.41, 4.61], [0.26, 1.65, 7.03], [0.51, 2.77, 6.36], [0.29, 1.70, 8.41], [0.56, 2.84, 9.04]],
  "mulliken_charge": [0.11, -1.72, 2.02, -1.55, -1.97, -0.62, -0.39, -0.23, -0.01, -0.34, -0.27, -0.93, 0.77, -0.95, 1.63, -1.32, 2.28, -1.66, -1.61, -2.37, 2.17, -2.27, -1.68, -1.74, 1.77, -1.18, -0.86, 0.32, 2.19, -1.65, -2.30, -1.69, 0.49, 0.35, 0.30, 0.47, 0.31, 0.30, 0.44, 0.22, 0.40, 0.54, 0.38, 0.71, 0.29, 0.34, 0.47, 0.24, 0.52, 0.32, 0.43, 0.40, 0.46, 0.40, 0.43, 0.44, 0.38, 0.48, 0.31, 0.39, 0.30, 0.46, 0.44, 0.33, 0.50, 0.30, 0.40, 0.41, 0.46, 0.33, 0.45, 0.35, -0.29, 0.40, 0.16, -0.29, 0.30, -0.28, 0.11, 0.06, 0.31, -0.28, 0.16, -0.29]
}